# 1
ORCA calculation (the ωB97M-V functional and the def2-TZVPD basis) on a structure of composition C15H35CuN6O8 at a distorted geometry.

Atoms and positions in Å:
Cu  2.6594  -0.2570  -0.4472
N  -0.3328  -1.1498  0.3397
O  -0.7589  -2.2394  0.6631
O  -0.9964  -0.2673  -0.1872
O  0.9391  -0.9422  0.5033
C  1.6050  2.6472  2.6783
C  2.5330  2.3533  1.5324
O  2.6679  1.2270  1.0632
N  3.2217  3.4015  1.0704
C  4.0188  3.3888  -0.1418
H  2.1449  3.1845  3.4541
H  1.1879  1.7294  3.0863
H  0.7314  3.1744  2.2904
H  3.1753  4.2611  1.5888
H  4.9163  2.7846  -0.0204
H  4.4176  4.4025  -0.2328
H  3.4173  3.2226  -1.0282
C  -3.7915  0.2139  -2.7821
C  -4.0422  1.3446  -1.8127
O  -4.8031  2.2693  -2.0317
N  -3.3331  1.2798  -0.6566
C  -3.5588  2.2086  0.4232
H  -3.7024  0.6215  -3.7878
H  -4.6162  -0.4943  -2.7273
H  -2.8572  -0.3105  -2.5709
H  -2.7752  0.4701  -0.4324
H  -3.1156  3.1740  0.1182
H  -2.9812  1.9557  1.3065
H  -4.6019  2.4801  0.5666
C  5.8020  -2.9180  0.8541
C  4.2989  -2.8722  0.8893
O  3.6813  -1.8832  0.4457
N  3.6685  -3.9579  1.2899
C  2.2227  -4.1448  1.2467
H  6.1077  -3.2070  -0.1515
H  6.2035  -3.6159  1.5859
H  6.1970  -1.9240  1.0470
H  4.2221  -4.6921  1.6975
H  2.0439  -5.0853  0.7234
H  1.7241  -3.3530  0.7051
H  1.8410  -4.2385  2.2611
C  -0.4267  2.0034  -2.3209
C  1.0509  1.9073  -2.4152
O  1.6654  1.1866  -1.6145
N  1.6914  2.5566  -3.3890
C  1.0519  2.9661  -4.6294
H  -0.8898  1.2230  -2.9370
H  -0.8525  2.9403  -2.6718
H  -0.7709  1.7762  -1.3165
H  2.6975  2.5797  -3.3666
H  0.1555  3.5525  -4.4501
H  0.7641  2.0884  -5.2102
H  1.7457  3.5483  -5.2267
C  -3.4453  -4.3465  1.2441
C  -4.2362  -3.3355  2.0322
O  -5.3897  -3.5662  2.3546
N  -3.6672  -2.1193  2.2443
C  -4.3964  -1.0495  2.9027
H  -3.4310  -4.0719  0.1867
H  -3.9744  -5.2938  1.2953
H  -2.4136  -4.4845  1.5695
H  -2.6823  -2.0321  2.0664
H  -5.4658  -1.1306  2.7685
H  -4.0164  -0.1099  2.4964
H  -4.1461  -1.0308  3.9680

Atoms 1-2, force components in eV/Å:
-1.9608 0.0719 1.3857
0.0361 0.0263 -1.3735

- lowest unoccupied orbital energy (alpha / beta) (Eh) = -0.1278 / -0.2430
- energy relative to the best compared isomer or geometry (same formula, charge and spin) (kcal per mole) = 25.53
- total charge = +1
- E_tot (Eh) = -3163.1852
- expectation value of S² = 0.756
- spin multiplicity = 2

=====

# 2
ORCA calculation (the ωB97M-V functional and the def2-TZVPD basis) on a structure of composition C15H35F4MnN7O13S4 at a distorted geometry.

Atoms and positions in Å:
Mn  -12.4455  12.2093  -6.9978
N  -11.7950  11.8592  -9.0176
S  -10.5954  12.6938  -9.7707
O  -9.8256  11.8672  -10.5935
O  -10.0892  13.6219  -8.8514
F  -11.6329  13.5691  -10.6735
S  -11.9313  10.2816  -9.3139
O  -12.4692  9.8480  -10.5713
O  -12.6139  9.8313  -8.1043
F  -10.5146  9.6817  -9.1856
N  -12.3767  14.8270  -1.7770
S  -10.8808  14.2341  -2.0768
O  -10.4240  13.5487  -0.9168
O  -10.0678  15.2349  -2.6576
F  -11.0406  13.0927  -3.1818
S  -13.3260  15.2448  -2.9864
O  -12.5631  15.9258  -4.0004
O  -14.5530  15.8074  -2.5616
F  -13.8254  13.7999  -3.5565
C  -13.2235  10.4957  -4.2459
O  -13.0185  11.1532  -5.2960
N  -13.8283  9.2819  -4.1964
C  -14.1004  8.7566  -2.8949
C  -14.6310  8.8486  -5.2700
H  -12.9115  10.8269  -3.2337
H  -13.2569  9.1184  -2.2772
H  -14.1952  7.6825  -2.9633
H  -15.0045  9.1060  -2.4334
H  -15.6942  9.2648  -5.2628
H  -14.2317  9.1553  -6.2473
H  -14.7453  7.7928  -5.3385
C  -11.1450  14.6043  -5.9880
O  -12.2229  14.1606  -6.4704
N  -10.5502  15.7427  -6.2322
C  -9.2926  16.0254  -5.5254
C  -11.1490  16.8387  -6.9678
H  -10.5911  14.0202  -5.2414
H  -8.5974  16.5844  -6.1287
H  -8.9469  15.1028  -5.0877
H  -9.5798  16.6134  -4.6073
H  -12.1992  16.6910  -7.0969
H  -11.0482  17.7806  -6.4103
H  -10.7550  16.8862  -8.0581
C  -10.2434  10.2081  -6.2173
O  -10.3512  11.3836  -6.5868
N  -9.1171  9.4818  -6.2703
C  -9.0816  8.0378  -6.1570
C  -7.9660  10.1248  -6.9046
H  -11.1883  9.8105  -5.8104
H  -9.9347  7.6432  -5.5453
H  -8.2109  7.6216  -5.6137
H  -9.2173  7.5085  -7.1129
H  -8.0614  10.2457  -7.9869
H  -7.7300  11.1268  -6.5802
H  -7.0907  9.5095  -6.7690
C  -16.0864  12.2873  -2.3329
O  -15.3089  11.3687  -2.5732
N  -16.1494  12.9861  -1.1972
C  -17.2173  13.8848  -0.8520
C  -15.3450  12.5488  -0.0663
H  -16.8638  12.5164  -3.0725
H  -17.8584  13.9852  -1.7114
H  -16.7841  14.8489  -0.5909
H  -17.7940  13.3825  -0.0386
H  -15.5645  11.5322  0.3249
H  -14.2969  12.6270  -0.3534
H  -15.6280  13.1827  0.7717
C  -14.8925  13.7964  -6.7656
O  -14.5784  12.9140  -7.5715
N  -16.0216  14.5255  -6.7828
C  -16.2695  15.5133  -5.7093
C  -16.9297  14.5301  -7.8975
H  -14.3118  13.8852  -5.8732
H  -17.2751  15.3267  -5.2222
H  -16.2403  16.5561  -6.0763
H  -15.5338  15.3654  -4.9080
H  -17.9506  14.5751  -7.5701
H  -16.8002  15.4383  -8.5374
H  -16.8796  13.6081  -8.5108

Atoms 1-2, force components in eV/Å:
-0.3578 -0.4839 -0.1216
1.5585 -0.7318 -1.1363

- lowest unoccupied orbital energy (alpha / beta) (Eh) = 0.0134 / 0.0133
- E_tot (Eh) = -5097.2821
- expectation value of S² = 8.753
- spin multiplicity = 6

=====

# 3
ORCA calculation (the ωB97M-V functional and the def2-TZVPD basis) on a cluster of 3 separate species, C15H35FNO13P2S in total at a distorted geometry.

Atoms and positions in Å:
O  1.0620  -2.7240  0.3399
C  1.6843  -3.7924  0.6950
O  3.0520  -3.7441  0.7691
N  0.8317  -4.9667  1.0417
C  0.5399  -5.0696  2.5025
C  1.7780  -4.7680  3.4710
O  1.6390  -3.3976  3.9786
S  1.3967  -6.4468  0.3641
O  1.5883  -7.5546  1.3776
O  0.2986  -6.9224  -0.5758
F  2.7681  -6.2967  -0.5753
H  -0.2524  -4.2562  2.7280
H  0.0216  -6.0625  2.7827
H  2.7916  -4.9651  2.9878
H  1.6938  -5.5117  4.3576
H  2.5038  -3.1551  4.3718
O  -1.9725  0.7751  -1.8714
P  -1.8820  -0.0941  -3.1296
O  -0.2614  0.0895  -3.3790
C  0.6298  -0.6297  -2.5297
C  0.8162  -2.0487  -3.0265
O  -2.3975  1.0873  -4.1808
C  -3.4324  1.9820  -3.7907
C  -2.8440  3.3475  -3.4923
O  -1.8860  -1.1435  -4.4826
C  -3.1626  -1.6230  -4.9100
C  -3.5281  -0.9981  -6.2421
H  0.2646  -0.6241  -1.4980
H  1.5879  -0.1050  -2.5465
H  -0.1159  -2.6144  -2.9418
H  1.5840  -2.5632  -2.4447
H  1.1031  -2.0573  -4.0815
H  -3.9948  1.5944  -2.9372
H  -4.1326  2.0631  -4.6275
H  -2.0974  3.2945  -2.6972
H  -3.6249  4.0517  -3.1928
H  -2.3355  3.7430  -4.3760
H  -3.9305  -1.4182  -4.1573
H  -3.0830  -2.7079  -5.0221
H  -3.7607  0.0620  -6.1270
H  -4.4045  -1.4897  -6.6736
H  -2.6957  -1.0659  -6.9472
O  -0.7621  3.6623  3.7840
P  0.2414  3.1693  2.7350
O  0.1767  1.5690  3.1338
C  -0.9675  0.8249  2.7305
C  -0.8233  0.3579  1.2950
O  1.5982  3.5649  3.6105
C  1.6262  4.7650  4.3739
C  1.5040  4.4368  5.8495
O  1.3159  2.7244  1.4798
C  1.8927  3.7938  0.7270
C  3.3719  3.9043  1.0397
H  -1.8774  1.4217  2.8571
H  -1.0420  -0.0402  3.3937
H  -0.8270  1.2093  0.6083
H  -1.6443  -0.3081  1.0199
H  0.1238  -0.1680  1.1512
H  0.8460  5.4605  4.0535
H  2.5878  5.2526  4.1886
H  0.5784  3.8981  6.0625
H  1.5263  5.3472  6.4546
H  2.3258  3.7872  6.1631
H  1.3774  4.7384  0.9295
H  1.7572  3.5576  -0.3321
H  3.5315  4.2855  2.0498
H  3.8659  4.5855  0.3412
H  3.8560  2.9259  0.9892

Atoms 1-2, force components in eV/Å:
0.2387 -3.6532 1.1015
4.5333 6.0671 -1.3474

- lowest unoccupied orbital energy (Eh) = 0.0183
- total charge = -1
- E_tot (Eh) = -2806.1097

=====

# 4
ORCA calculation (the ωB97M-V functional and the def2-TZVPD basis) on a cluster of 4 separate species, C15H35FNO9 in total at a distorted geometry.

Atoms and positions in Å:
N  0.1181  0.0686  -0.6258
H  0.0421  1.1426  -0.9778
H  -0.3439  -0.0094  0.1822
H  1.0151  0.0496  -0.3868
H  -0.3409  -0.5614  -1.2078
C  -1.1059  -0.3764  4.9212
C  -0.7509  -1.8564  5.3312
O  -0.4159  -2.4064  4.0722
C  -0.7979  -1.5864  2.9572
O  -0.6429  -1.8064  1.7952
O  -1.2929  -0.4814  3.5452
F  -1.7269  -2.4144  5.9402
H  -0.1179  0.3276  5.0762
H  -1.9869  0.1116  5.0532
H  0.1191  -1.8774  6.0132
C  -2.1819  3.0026  -0.7918
O  -2.2479  1.8006  -0.0408
C  -3.4479  1.0336  -0.1748
C  -3.3069  0.1246  -1.4968
O  -2.5549  -0.8124  -1.2058
C  -2.7689  -1.9674  -2.1098
C  -1.9969  -3.2804  -1.5898
O  -0.6809  -2.9524  -0.8618
C  -0.2619  -4.1004  -0.1888
H  -1.1349  3.5476  -0.6608
H  -2.6879  3.7756  -0.2698
H  -2.1709  2.8336  -1.8228
H  -4.3419  1.8396  -0.1918
H  -3.6229  0.4706  0.7422
H  -2.8439  0.8526  -2.0178
H  -4.2179  -0.0024  -1.8458
H  -2.4669  -1.7904  -3.1248
H  -3.8209  -2.3894  -2.1508
H  -1.8269  -3.8674  -2.3558
H  -2.6289  -3.8884  -0.8968
H  0.7771  -4.0124  0.1252
H  -0.2269  -4.8014  -1.0738
H  -0.9179  -4.3614  0.6232
C  1.3901  1.9526  2.3452
O  1.4791  2.2156  1.0252
C  2.3101  3.3476  0.7652
C  2.3301  3.2536  -0.7998
O  2.6571  2.0766  -1.0698
C  2.7201  1.7426  -2.5108
C  3.4271  0.3736  -2.6558
O  2.6811  -0.6744  -2.1528
C  3.3081  -1.9064  -2.2738
H  0.7851  1.2026  2.3472
H  1.0491  2.9476  3.0872
H  2.3171  1.7426  2.6732
H  3.4201  3.1086  1.1852
H  1.8891  4.4336  1.2792
H  3.0001  3.7466  -1.2878
H  1.4421  3.3056  -1.3048
H  3.3941  2.4376  -3.1368
H  1.7531  1.5576  -2.7788
H  4.3881  0.5566  -2.4298
H  3.4451  0.2196  -3.7438
H  4.3141  -2.0344  -1.9298
H  3.4701  -2.2894  -3.3068
H  2.8361  -2.6954  -1.6338

Atoms 1-2, force components in eV/Å:
-1.8803 6.1192 -3.6318
-0.3911 -3.1792 1.1135

- lowest unoccupied orbital energy (Eh) = -0.0711
- energy relative to the best compared isomer or geometry (same formula, charge and spin) (kcal per mole) = 58.14
- total charge = +1
- E_tot (Eh) = -1423.6611

=====

> Look up the E_tot of the second one.

-5097.2821 Eh

=====

> Which formula does entry 3 have?

C15H35FNO13P2S